1.
{"formula": "C8H12N2", "method": "ωB97M-V with the def2-TZVPD basis set", "smiles": "[H]/N=C/N=C=C1CCCCC1", "max_force_ev_per_a": 2.42, "e_above_lowest_kj_mol": 212.1, "homo_lumo_gap_ev": 9.74, "total_charge": 0, "species": ["C", "C", "C", "C", "C", "C", "C", "C", "N", "N", "H", "H", "H", "H", "H", "H", "H", "H", "H", "H", "H", "H"], "xyz": [[-1.749759, -0.616245, 0.810512], [-3.236857, 0.101245, -0.568448], [2.257489, 0.133944, -0.136561], [1.384553, 1.221617, 0.479818], [1.400569, -0.819609, -0.962213], [0.296503, 0.613589, 1.362956], [0.349774, -1.480353, -0.073226], [-0.496020, -0.415473, 0.590161], [-2.952061, -0.654490, 0.540765], [-2.784491, 1.265347, -0.726559], [-3.961374, -0.399567, -1.228503], [3.025041, 0.585507, -0.768617], [2.765221, -0.424186, 0.654080], [1.998007, 1.895361, 1.082448], [0.917978, 1.807434, -0.313969], [0.904341, -0.263994, -1.760317], [2.023131, -1.590269, -1.419407], [0.764238, 0.123574, 2.223676], [-0.370680, 1.393147, 1.730448], [-0.280827, -2.154769, -0.657317], [0.853346, -2.071642, 0.698795], [-3.108124, 1.749831, -1.558515]], "forces_ev_per_angstrom": [[-0.657, 0.156, -0.808], [-1.600, 0.854, -1.601], [-0.099, 0.182, -0.284], [0.144, -0.088, 0.213], [0.155, -0.141, 0.212], [-0.171, 0.325, -0.197], [-0.227, -0.021, -0.377], [1.836, -0.611, 1.295], [0.211, -0.914, 1.449], [0.248, 0.377, 0.165], [0.208, 0.212, 0.005], [0.052, -0.017, 0.049], [0.066, -0.028, 0.038], [-0.048, 0.068, -0.052], [-0.015, 0.070, -0.033], [-0.003, -0.005, -0.083], [-0.010, -0.003, -0.079], [-0.009, 0.019, 0.013], [0.016, -0.015, 0.090], [0.040, -0.031, 0.074], [-0.007, -0.024, -0.015], [-0.129, -0.366, -0.073]], "mulliken_charge": [-0.064, 0.078, -0.625, -0.625, -0.604, -0.742, -0.701, 0.633, -0.667, -0.532, 0.376, 0.294, 0.314, 0.303, 0.335, 0.335, 0.309, 0.298, 0.396, 0.382, 0.288, 0.219]}



2.
{"formula": "CH2Cl2O2P2", "method": "ωB97M-V with the def2-TZVPD basis set", "max_force_ev_per_a": 3.29, "e_above_lowest_kj_mol": 1.8, "homo_lumo_gap_ev": 9.61, "total_charge": 0, "species": ["C", "O", "O", "P", "P", "Cl", "Cl", "H", "H"], "xyz": [[-1.381763, 1.049161, -0.685385], [1.446965, 0.169579, -0.768018], [-0.451150, -1.229758, 0.300257], [-1.614990, -0.072357, 0.566678], [1.104669, -0.725232, 0.337983], [2.127475, -2.344511, 0.388257], [1.307436, 0.320895, 2.059341], [-1.915566, 1.937151, -0.739904], [-0.623080, 0.895075, -1.459210]], "forces_ev_per_angstrom": [[1.105, -2.928, 1.027], [0.270, -0.505, 0.198], [2.114, -0.009, 0.375], [-0.846, 1.938, -1.304], [-1.916, 2.075, -1.199], [0.679, -1.345, 0.445], [0.032, -0.715, 0.028], [-1.205, 1.413, 0.072], [-0.232, 0.077, 0.358]], "mulliken_charge": [-0.428, -0.571, -0.247, 0.032, 0.967, -0.133, -0.177, 0.315, 0.242]}



3.
{"formula": "C23H43NO14S4", "method": "ωB97M-V with the def2-TZVPD basis set", "smiles": "C#CCC1=C(CCN)C(=O)C=CC1=O.CCOS(C)(=O)=O.CCOS(C)(=O)=O.CCOS(C)(=O)=O.CCOS(C)(=O)=O", "max_force_ev_per_a": 6.58, "homo_lumo_gap_ev": 8.20, "total_charge": 0, "species": ["C", "C", "C", "C", "C", "C", "C", "N", "C", "O", "C", "C", "C", "O", "H", "H", "H", "H", "H", "H", "H", "H", "H", "H", "H", "O", "S", "O", "O", "C", "C", "C", "H", "H", "H", "H", "H", "H", "H", "H", "O", "S", "O", "O", "C", "C", "C", "H", "H", "H", "H", "H", "H", "H", "H", "O", "S", "O", "O", "C", "C", "C", "H", "H", "H", "H", "H", "H", "H", "H", "O", "S", "O", "O", "C", "C", "C", "H", "H", "H", "H", "H", "H", "H", "H"], "xyz": [[3.515206, -1.563186, 0.992696], [2.244615, -1.608418, 1.328387], [0.695174, -1.781115, 1.811650], [-0.082071, -0.482393, 1.275260], [-0.882293, -0.528137, 0.087644], [-1.152891, -1.820897, -0.828532], [-2.042506, -2.859580, 0.044956], [-3.531540, -2.515860, 0.008852], [-1.588910, 0.859434, -0.401846], [-1.686239, 1.082901, -1.658474], [-2.082402, 1.895839, 0.744053], [-1.281780, 1.952771, 1.957529], [0.005962, 0.953535, 2.042138], [1.010479, 1.330875, 2.726426], [4.573385, -1.932617, 0.697561], [0.708821, -1.899635, 2.956547], [0.349082, -2.777570, 1.360435], [-0.211440, -2.282991, -1.299586], [-1.830923, -1.496279, -1.721431], [-1.869652, -3.951507, -0.298120], [-1.769696, -2.850726, 1.181219], [-3.624732, -1.837621, 0.803313], [-3.979554, -3.380681, 0.398289], [-2.986062, 2.600362, 0.623817], [-1.556387, 2.684497, 2.818831], [2.823689, -4.025912, 3.518935], [4.106776, -3.910049, 4.166503], [5.341406, -3.958690, 3.427427], [4.179934, -4.984299, 5.378732], [3.963978, -6.362063, 5.077618], [5.155993, -6.974465, 4.365362], [4.113420, -2.440842, 5.155208], [3.046654, -6.488981, 4.494455], [3.814330, -6.877486, 6.030029], [5.296585, -6.532107, 3.376808], [5.017987, -8.050612, 4.232577], [6.074885, -6.799821, 4.931404], [3.198965, -2.404125, 5.746535], [4.156495, -1.587108, 4.477049], [4.995152, -2.450225, 5.795923], [-3.299415, 7.510249, -1.302983], [-2.731579, 6.524433, -0.417534], [-3.522607, 5.846216, 0.578077], [-1.421210, 7.156547, 0.297772], [-1.568816, 8.370632, 1.031522], [-2.272864, 8.143555, 2.356734], [-1.899795, 5.299763, -1.390448], [-2.089848, 9.122244, 0.430463], [-0.562458, 8.752284, 1.223253], [-3.307219, 7.826978, 2.206326], [-2.287968, 9.061152, 2.950573], [-1.773733, 7.356666, 2.928676], [-1.270877, 5.796471, -2.128526], [-2.662050, 4.700191, -1.890353], [-1.305445, 4.667404, -0.730884], [2.553207, 4.167770, -4.020321], [2.539321, 4.595830, -2.644032], [1.438350, 5.339981, -2.088672], [3.918368, 5.387031, -2.327588], [4.252970, 6.515370, -3.134092], [3.397046, 7.721733, -2.794327], [2.833968, 3.189924, -1.607738], [4.178571, 6.264138, -4.196613], [5.300648, 6.753159, -2.931726], [2.349178, 7.547816, -3.048156], [3.732061, 8.603377, -3.346798], [3.439106, 7.934918, -1.722814], [3.685705, 2.632362, -1.995995], [1.937041, 2.569107, -1.630759], [3.020598, 3.533745, -0.590319], [-4.092071, -6.088611, -1.611925], [-4.718470, -5.658931, -2.838495], [-5.993729, -6.174348, -3.263282], [-3.657177, -5.822718, -4.053221], [-3.081001, -7.107792, -4.281631], [-4.072593, -8.061679, -4.922018], [-4.806900, -3.890718, -2.842806], [-2.679894, -7.520323, -3.350692], [-2.236268, -6.963013, -4.960333], [-4.899472, -8.286490, -4.244964], [-3.589089, -9.006570, -5.183159], [-4.504341, -7.620557, -5.824376], [-3.838278, -3.484315, -2.554031], [-5.567683, -3.595914, -2.119046], [-5.093199, -3.553248, -3.838953]], "forces_ev_per_angstrom": [[-6.211, -1.513, 1.578], [5.541, -0.363, -1.077], [2.409, 1.089, -0.715], [-1.981, 0.202, -1.822], [0.979, 0.904, 1.583], [-1.114, 0.582, 0.275], [0.482, -0.610, 0.768], [1.075, -0.631, 1.406], [0.084, 0.302, -2.599], [0.098, -0.771, 5.563], [2.507, -0.410, 2.618], [-1.577, -1.136, -3.427], [1.694, 1.092, 1.860], [-4.031, -1.942, -2.783], [-2.460, 1.188, 0.682], [-0.087, 0.452, -1.818], [0.343, 1.804, 0.515], [-1.276, 0.719, 1.143], [1.285, -0.436, 1.646], [-0.420, 1.856, 0.252], [0.135, 0.029, -2.126], [-0.219, -0.592, -1.098], [0.277, 1.010, -0.577], [1.642, -1.296, -0.159], [0.904, -1.484, -1.678], [0.738, -0.240, 0.103], [-0.012, 0.089, 0.542], [-0.760, -0.101, 0.028], [-0.077, 1.002, -0.287], [0.032, -0.991, -0.349], [0.179, 0.071, -0.271], [-0.003, -0.062, 0.148], [0.059, 0.191, 0.019], [-0.022, 0.399, 0.037], [-0.035, -0.051, 0.088], [-0.053, 0.084, 0.114], [-0.124, -0.066, 0.004], [0.090, -0.064, -0.062], [-0.030, -0.184, -0.088], [-0.081, -0.058, -0.080], [-0.028, -0.364, 0.797], [0.769, -0.135, -0.275], [0.025, 0.481, -0.401], [-0.421, -0.648, -0.623], [-0.239, 0.726, 0.626], [-0.291, -0.132, 0.102], [0.117, 0.094, 0.045], [-0.006, -0.181, -0.075], [-0.001, -0.291, -0.274], [0.094, 0.053, 0.001], [0.106, -0.041, -0.092], [0.025, 0.128, -0.050], [-0.003, -0.037, 0.149], [-0.047, 0.139, 0.118], [-0.025, 0.111, -0.051], [-0.234, 0.573, 0.612], [0.600, -0.212, 0.239], [0.283, -0.244, -0.553], [-0.606, -0.851, 0.153], [0.055, 0.919, -0.514], [-0.324, 0.062, 0.026], [0.153, 0.065, 0.070], [-0.078, -0.140, 0.125], [-0.105, -0.361, 0.143], [0.106, 0.018, -0.001], [0.084, -0.115, 0.046], [0.077, -0.004, -0.114], [-0.077, 0.104, 0.010], [0.020, 0.147, -0.102], [-0.024, 0.006, -0.113], [-0.417, -0.146, -0.560], [0.216, 0.499, -0.480], [0.624, -0.069, 0.482], [-0.495, 0.611, 0.655], [0.204, -0.996, -0.216], [-0.308, -0.109, 0.069], [0.159, -0.023, -0.181], [-0.113, 0.161, 0.026], [-0.132, 0.345, 0.153], [0.095, 0.013, -0.051], [0.066, 0.135, 0.001], [0.120, -0.046, 0.057], [-0.131, -0.045, 0.018], [0.107, -0.147, -0.021], [0.021, -0.115, 0.073]], "mulliken_charge": [-0.567, -0.269, -0.161, 0.706, 0.201, -0.809, -0.685, -0.612, 0.218, -0.624, -0.425, -0.403, 0.280, -0.582, 0.355, 0.390, 0.210, 0.428, 0.261, 0.306, 0.495, 0.258, 0.260, 0.466, 0.346, -0.587, 1.168, -0.613, -0.284, -0.317, -0.977, -0.945, 0.297, 0.270, 0.294, 0.385, 0.261, 0.308, 0.362, 0.357, -0.663, 1.205, -0.612, -0.126, -0.434, -0.985, -0.906, 0.350, 0.256, 0.299, 0.379, 0.250, 0.318, 0.479, 0.194, -0.669, 1.152, -0.489, -0.272, -0.347, -0.965, -0.918, 0.323, 0.268, 0.275, 0.387, 0.258, 0.365, 0.294, 0.333, -0.625, 1.218, -0.621, -0.264, -0.327, -0.996, -0.802, 0.318, 0.271, 0.305, 0.385, 0.263, 0.106, 0.382, 0.366]}



4.
{"formula": "C6H16", "method": "ωB97M-V with the def2-TZVPD basis set", "smiles": "CC(C)C.CC", "max_force_ev_per_a": 2.91, "e_above_lowest_kj_mol": 99.2, "homo_lumo_gap_ev": 12.03, "total_charge": 0, "species": ["C", "C", "C", "C", "H", "H", "H", "H", "H", "H", "H", "H", "H", "H", "C", "C", "H", "H", "H", "H", "H", "H"], "xyz": [[-0.853399, 1.003848, 0.531075], [-2.224574, 0.476912, 1.064834], [-0.980411, 0.985273, -0.974190], [-0.675226, 2.397526, 1.142985], [-0.184171, 0.275645, 0.975907], [-3.098409, 1.001017, 0.679465], [-1.994586, 1.038512, -1.347712], [-0.314260, 1.737699, -1.437696], [-0.525785, 0.126675, -1.474299], [-0.169696, 2.287239, 2.103116], [0.046918, 3.033977, 0.598078], [-2.206184, 0.425371, 2.159657], [-2.335823, -0.577350, 0.782488], [-1.567268, 3.009338, 1.180815], [2.593808, -2.980016, -0.717929], [1.932005, -1.621194, -0.905833], [3.271896, -3.078485, -1.563904], [3.237843, -3.068309, 0.151853], [1.865876, -3.772386, -0.588570], [2.442391, -0.730636, -0.510446], [2.024710, -1.257894, -1.941348], [0.847586, -1.646986, -0.812413]], "forces_ev_per_angstrom": [[-2.808, 0.112, 0.744], [0.665, -1.070, 0.386], [2.096, 0.070, -1.218], [1.860, 0.248, -0.519], [0.808, 0.202, -0.463], [0.128, 0.292, 0.162], [-0.182, 0.409, 0.039], [-0.743, 0.346, 0.218], [-0.314, -0.625, 0.482], [-0.608, 0.153, 0.381], [-0.159, -0.426, -0.200], [-0.270, 0.437, -0.078], [-0.061, 0.091, -0.241], [-0.414, -0.228, 0.291], [0.611, 0.634, 0.079], [0.020, 1.093, -1.385], [-0.179, -0.840, -0.073], [-0.012, 0.359, 0.329], [-0.029, -0.206, -0.574], [-0.460, -0.541, 1.144], [-0.043, -0.802, -0.338], [0.092, 0.293, 0.834]], "mulliken_charge": [0.902, -1.605, -1.220, -1.417, 0.183, 0.414, 0.350, 0.337, 0.217, 0.376, 0.369, 0.393, 0.379, 0.319, -0.925, -0.759, 0.247, 0.272, 0.290, 0.403, 0.346, 0.130]}